16
Properties=species:S:1:pos:R:3:forces:R:3:nbo_charge:R:1 method="wB97M-V/def2-TZVPD" de_lowest_kcal_mol=94.45 homo_lumo_gap_ev=9.32
C 1.871724 -0.311720 0.321972 0.0254 0.0144 0.0144 -0.603
C 0.528727 0.182983 -0.160689 0.1822 -0.0123 0.0084 -0.094
C 0.272110 1.623147 -0.287907 -0.0035 -0.1393 -0.2284 -0.352
C -0.622029 0.514852 0.812328 -0.0443 -0.0877 0.2931 -0.343
C -1.578291 -0.380030 0.016309 -0.1552 -0.0077 -0.0275 -0.404
C -0.418988 -0.767280 -0.934640 0.0096 -0.0771 -0.1689 -0.404
H 2.331938 0.427958 0.983150 -0.0725 -0.1014 -0.0819 0.227
H 2.543005 -0.464692 -0.531030 -0.0887 0.0321 0.1024 0.217
H 1.784701 -1.267522 0.853231 -0.0004 0.1250 -0.0785 0.201
H -0.706572 1.696225 0.767627 -0.0863 0.0440 0.0280 0.313
H -0.508049 1.781885 -1.053718 0.0698 -0.0177 0.1510 0.153
H -0.427233 0.396233 1.877935 -0.0098 0.0517 -0.1582 0.247
H -1.955261 -1.220609 0.604853 0.0526 0.1156 -0.0795 0.217
H -2.429396 0.140500 -0.431219 0.1339 -0.0694 0.0671 0.211
H -0.546058 -0.530429 -1.995225 0.0206 -0.0208 0.1511 0.207
H -0.140324 -1.821500 -0.842971 -0.0334 0.1505 0.0071 0.207